#1
ORCA calculation (ωB97M-V/def2-TZVPD) on C4H11NO3 in the gas phase.

Atoms and positions in Å:
C1 -0.379 -0.526 -1.194
C2 -0.385 0.532 2.593
C3 -0.149 -1.918 -0.602
C4 0.854 -0.042 -1.945
N1 0.252 1.134 0.382
O1 -0.800 0.377 -0.183
O2 0.627 0.636 1.596
O3 -0.271 2.433 0.555
H1 0.178 2.977 -0.104
H2 -1.243 -0.558 -1.867
H3 -0.799 1.518 2.826
H4 0.119 0.114 3.463
H5 -1.187 -0.135 2.260
H6 -1.019 -2.230 -0.028
H7 0.719 -1.899 0.060
H8 0.028 -2.641 -1.394
H9 1.045 -0.718 -2.776
H10 0.685 0.960 -2.345
H11 1.723 -0.016 -1.298

Results
HOMO = -9.49 eV
SMILES = CON(O)OC(C)C
LUMO energy = 0.91 eV
Frontier orbital gap = 10.41 eV
Charge = 0

List of natural (NBO) charges in e, atom by atom: atom 1 (C): 0.099, atom 2 (C): -0.292, atom 3 (C): -0.633, atom 4 (C): -0.636, atom 5 (N): 0.308, atom 6 (O): -0.413, atom 7 (O): -0.370, atom 8 (O): -0.584, atom 9 (H): 0.481, atom 10 (H): 0.183, atom 11 (H): 0.190, atom 12 (H): 0.198, atom 13 (H): 0.187, atom 14 (H): 0.214, atom 15 (H): 0.213, atom 16 (H): 0.209, atom 17 (H): 0.212, atom 18 (H): 0.210, atom 19 (H): 0.223


#2
ORCA calculation (ωB97M-V/def2-TZVPD) on 2 unconnected molecules or ions with the total composition C4H11NO3.

Atoms and positions in Å:
O1 -1.013 -1.057 1.098
C1 -1.180 0.120 1.236
O2 -1.698 0.777 2.263
C2 -0.679 1.267 0.225
C3 0.878 1.261 0.313
C4 1.491 -0.145 0.155
N1 1.023 -0.770 -1.353
H1 -2.014 0.168 3.034
H2 -1.172 2.288 0.471
H3 -1.025 0.949 -0.785
H4 1.272 1.664 1.239
H5 1.104 1.866 -0.637
H6 1.117 -1.008 0.773
H7 2.556 -0.217 0.155
H8 1.899 -1.029 -1.678
H9 0.606 0.082 -1.835
H10 -1.179 -2.210 -2.347
H11 -0.618 -1.820 -0.857
O3 -1.368 -2.185 -1.469

Results
HOMO = -9.58 eV
SMILES = NCCCC(=O)O.O
LUMO energy = 0.61 eV
Frontier orbital gap = 10.19 eV
Charge = 0

List of natural (NBO) charges in e, atom by atom: atom 1 (O): -0.595, atom 2 (C): 0.815, atom 3 (O): -0.689, atom 4 (C): -0.509, atom 5 (C): -0.431, atom 6 (C): -0.235, atom 7 (N): -0.870, atom 8 (H): 0.499, atom 9 (H): 0.240, atom 10 (H): 0.230, atom 11 (H): 0.225, atom 12 (H): 0.214, atom 13 (H): 0.231, atom 14 (H): 0.191, atom 15 (H): 0.355, atom 16 (H): 0.350, atom 17 (H): 0.456, atom 18 (H): 0.524, atom 19 (O): -1.000


Short version: #2 is the most stable of them.


#1
ORCA calculation (ωB97M-V/def2-TZVPD) on a gas-phase ion, C3H4NOS (charge +1).

Atoms and positions in Å:
C1 0.012 0.323 -0.088
C2 1.107 1.185 0.003
C3 0.184 -1.167 0.153
N1 2.355 0.650 -0.090
O1 3.421 1.087 0.058
S1 1.948 -1.493 -0.005
H1 -0.933 0.716 -0.210
H2 1.000 2.224 -0.063
H3 -0.342 -1.645 0.992
H4 -0.114 -1.622 -0.801

Results
HOMO (alpha / beta) = -14.93 / -14.93 eV
SMILES = O=[N+]1C=CCS1
LUMO energy (alpha / beta) = -7.42 / -7.42 eV
Frontier orbital gap (alpha / beta) = 7.51 / 7.52 eV
Charge = +1

List of natural (NBO) charges in e, atom by atom: atom 1 (C): 0.100, atom 2 (C): -0.154, atom 3 (C): -0.665, atom 4 (N): 0.262, atom 5 (O): -0.094, atom 6 (S): 0.414, atom 7 (H): 0.250, atom 8 (H): 0.270, atom 9 (H): 0.321, atom 10 (H): 0.297


#2
ORCA calculation (ωB97M-V/def2-TZVPD) on a molecular structure, C3H4NOS.

Atoms and positions in Å:
C1 -1.629 1.277 0.147
C2 0.781 0.584 -0.311
C3 0.413 -0.728 0.403
N1 -0.354 1.422 -0.190
O1 -1.986 -1.360 -0.538
S1 -1.427 -0.535 0.489
H1 1.735 1.175 0.112
H2 0.995 0.555 -1.484
H3 0.632 -1.595 -0.014
H4 0.839 -0.794 1.385

Results
HOMO (alpha / beta) = -16.18 / -15.93 eV
LUMO energy (alpha / beta) = -8.52 / -8.60 eV
Frontier orbital gap (alpha / beta) = 7.66 / 7.33 eV
Charge = +1

List of natural (NBO) charges in e, atom by atom: atom 1 (C): 0.178, atom 2 (C): -0.308, atom 3 (C): -0.604, atom 4 (N): -0.250, atom 5 (O): -0.659, atom 6 (S): 1.495, atom 7 (H): 0.301, atom 8 (H): 0.295, atom 9 (H): 0.273, atom 10 (H): 0.278


Short version: #1 is the most stable of them.


#1
ORCA calculation (ωB97M-V/def2-TZVPD) on a molecular structure, C35H28InN15O2S4.

Atoms and positions in Å:
In1 0.187 0.112 0.222
N1 -0.421 0.946 3.662
C1 -1.377 1.299 2.743
N2 -2.431 2.028 3.053
N3 -3.131 2.115 1.907
N4 -2.549 1.480 0.962
N5 -1.407 0.922 1.458
C2 0.730 0.257 3.381
N6 1.660 -0.003 4.284
N7 2.577 -0.724 3.621
N8 2.230 -0.892 2.396
N9 1.030 -0.286 2.200
H1 -0.471 1.401 4.558
C3 8.821 -0.033 1.085
C4 7.428 0.505 0.904
C5 6.336 -0.110 1.507
C6 5.050 0.382 1.343
C7 4.857 1.507 0.558
C8 5.931 2.144 -0.053
C9 7.207 1.641 0.126
S1 3.223 2.151 0.326
O1 3.364 3.192 -0.676
O2 2.645 2.494 1.589
N10 2.335 0.929 -0.233
C10 2.542 0.207 -1.348
C11 3.626 0.227 -2.252
C12 3.604 -0.642 -3.315
C13 2.527 -1.520 -3.504
C14 1.500 -1.474 -2.591
N11 1.501 -0.630 -1.558
H2 8.829 -0.890 1.756
H3 9.482 0.731 1.499
H4 9.243 -0.345 0.128
H5 6.491 -0.987 2.125
H6 4.207 -0.102 1.821
H7 5.754 3.028 -0.650
H8 8.048 2.140 -0.341
H9 4.450 0.907 -2.089
H10 4.432 -0.653 -4.012
H11 2.504 -2.219 -4.326
H12 0.633 -2.121 -2.669
S2 1.405 -6.848 2.258
C15 2.783 -6.873 3.269
C16 3.233 -5.619 3.542
C17 2.449 -4.612 2.921
C18 1.415 -5.125 2.190
C19 0.402 -4.373 1.447
C20 0.727 -3.086 0.976
N12 -0.134 -2.300 0.368
C21 -1.380 -2.754 0.125
C22 -1.802 -4.024 0.535
C23 -3.155 -4.429 0.280
C24 -4.017 -3.599 -0.342
C25 -3.605 -2.297 -0.783
C26 -4.485 -1.394 -1.403
C27 -4.041 -0.148 -1.768
C28 -2.684 0.153 -1.532
N13 -1.830 -0.676 -0.980
C29 -2.288 -1.882 -0.568
C30 -4.899 0.893 -2.337
C31 -4.728 2.245 -2.241
C32 -5.763 2.976 -2.882
C33 -6.697 2.167 -3.450
S3 -6.332 0.514 -3.215
C34 -0.877 -4.828 1.218
H13 3.185 -7.815 3.605
H14 4.088 -5.414 4.169
H15 2.624 -3.550 3.041
H16 1.716 -2.679 1.140
H17 -3.472 -5.409 0.614
H18 -5.043 -3.899 -0.513
H19 -5.522 -1.677 -1.546
H20 -2.299 1.132 -1.790
H21 -3.919 2.702 -1.688
H22 -5.815 4.054 -2.903
H23 -7.583 2.451 -3.995
H24 -1.187 -5.801 1.584
N14 0.126 1.498 -3.585
C35 0.556 2.322 -2.620
N15 1.652 3.039 -2.854
S4 -0.287 2.499 -1.152
H25 0.688 1.289 -4.393
H26 -0.686 0.934 -3.408
H27 2.195 2.877 -3.687
H28 2.145 3.389 -2.033

Results
HOMO = -7.84 eV
LUMO energy = -0.91 eV
Frontier orbital gap = 6.92 eV
Charge = 0

List of Löwdin charges in e, atom by atom: atom 1 (In): 0.727, atom 2 (N): 0.162, atom 3 (C): -0.446, atom 4 (N): 0.049, atom 5 (N): -0.061, atom 6 (N): -0.066, atom 7 (N): -0.056, atom 8 (C): -0.443, atom 9 (N): 0.061, atom 10 (N): -0.054, atom 11 (N): -0.086, atom 12 (N): -0.039, atom 13 (H): 0.150, atom 14 (C): -0.050, atom 15 (C): -0.268, atom 16 (C): -0.022, atom 17 (C): -0.035, atom 18 (C): -0.284, atom 19 (C): -0.064, atom 20 (C): -0.038, atom 21 (S): 0.606, atom 22 (O): -0.333, atom 23 (O): -0.271, atom 24 (N): -0.163, atom 25 (C): -0.412, atom 26 (C): 0.002, atom 27 (C): -0.060, atom 28 (C): -0.078, atom 29 (C): -0.134, atom 30 (N): 0.041, atom 31 (H): 0.074, atom 32 (H): 0.083, atom 33 (H): 0.082, atom 34 (H): 0.115, atom 35 (H): 0.073, atom 36 (H): 0.109, atom 37 (H): 0.115, atom 38 (H): 0.106, atom 39 (H): 0.111, atom 40 (H): 0.099, atom 41 (H): 0.117, atom 42 (S): 1.044, atom 43 (C): -0.413, atom 44 (C): -0.170, atom 45 (C): -0.102, atom 46 (C): -0.492, atom 47 (C): -0.179, atom 48 (C): -0.047, atom 49 (N): 0.080, atom 50 (C): -0.141, atom 51 (C): -0.123, atom 52 (C): -0.011, atom 53 (C): -0.010, atom 54 (C): -0.122, atom 55 (C): 0.049, atom 56 (C): -0.185, atom 57 (C): -0.116, atom 58 (N): 0.079, atom 59 (C): -0.142, atom 60 (C): -0.490, atom 61 (C): -0.102, atom 62 (C): -0.170, atom 63 (C): -0.413, atom 64 (S): 1.045, atom 65 (C): 0.047, atom 66 (H): 0.065, atom 67 (H): 0.107, atom 68 (H): 0.099, atom 69 (H): 0.099, atom 70 (H): 0.119, atom 71 (H): 0.119, atom 72 (H): 0.118, atom 73 (H): 0.031, atom 74 (H): 0.115, atom 75 (H): 0.106, atom 76 (H): 0.065, atom 77 (H): 0.118, atom 78 (N): 0.132, atom 79 (C): -0.866, atom 80 (N): 0.133, atom 81 (S): 0.732, atom 82 (H): 0.114, atom 83 (H): 0.086, atom 84 (H): 0.119, atom 85 (H): 0.056


#2
ORCA calculation (ωB97M-V/def2-TZVPD) on a molecular structure, C35H28InN15O2S4.

Atoms and positions in Å:
In1 -0.002 -0.279 0.147
N1 0.936 1.367 3.213
C1 0.591 0.034 3.281
N2 0.535 -0.630 4.418
N3 0.189 -1.880 4.060
N4 0.055 -1.971 2.789
N5 0.324 -0.756 2.241
C2 0.749 2.177 2.125
N6 0.899 3.497 2.177
N7 0.680 3.914 0.925
N8 0.419 2.918 0.155
N9 0.449 1.775 0.890
H1 0.997 1.839 4.101
C3 -4.142 6.133 -1.220
C4 -3.885 4.840 -0.496
C5 -4.693 3.721 -0.711
C6 -4.464 2.534 -0.027
C7 -3.410 2.459 0.873
C8 -2.607 3.562 1.114
C9 -2.845 4.742 0.426
S1 -3.060 0.927 1.693
O1 -4.325 0.305 1.986
O2 -2.152 1.237 2.756
N10 -2.250 0.077 0.581
C10 -2.758 -0.982 -0.111
C11 -4.100 -1.332 -0.372
C12 -4.346 -2.373 -1.235
C13 -3.293 -3.069 -1.839
C14 -2.013 -2.697 -1.503
N11 -1.758 -1.703 -0.648
H2 -4.864 6.001 -2.026
H3 -3.221 6.533 -1.645
H4 -4.537 6.884 -0.534
H5 -5.522 3.790 -1.406
H6 -5.112 1.678 -0.170
H7 -1.801 3.493 1.833
H8 -2.201 5.595 0.606
H9 -4.899 -0.796 0.114
H10 -5.370 -2.651 -1.449
H11 -3.468 -3.885 -2.525
H12 -1.146 -3.200 -1.917
S2 4.184 3.932 -0.787
C15 5.354 4.897 -1.567
C16 6.240 4.150 -2.283
C17 5.961 2.762 -2.200
C18 4.870 2.487 -1.423
C19 4.300 1.173 -1.111
C20 2.926 1.044 -0.827
N12 2.358 -0.101 -0.525
C21 3.105 -1.220 -0.512
C22 4.480 -1.206 -0.769
C23 5.222 -2.433 -0.678
C24 4.614 -3.584 -0.326
C25 3.204 -3.625 -0.053
C26 2.542 -4.780 0.394
C27 1.199 -4.731 0.681
C28 0.521 -3.519 0.437
N13 1.116 -2.430 0.013
C29 2.449 -2.456 -0.186
C30 0.445 -5.840 1.269
C31 -0.541 -5.733 2.208
C32 -1.051 -6.997 2.606
C33 -0.446 -8.031 1.962
S3 0.745 -7.485 0.863
C34 5.070 0.031 -1.067
H13 5.329 5.969 -1.455
H14 7.054 4.572 -2.853
H15 6.528 2.001 -2.717
H16 2.276 1.912 -0.854
H17 6.286 -2.408 -0.879
H18 5.182 -4.502 -0.234
H19 3.107 -5.690 0.560
H20 -0.543 -3.459 0.615
H21 -0.847 -4.783 2.628
H22 -1.826 -7.127 3.347
H23 -0.639 -9.086 2.070
H24 6.139 0.085 -1.237
N14 -2.713 0.826 -2.740
C35 -1.579 1.368 -2.288
N15 -1.582 2.597 -1.821
S4 -0.105 0.471 -2.380
H25 -3.601 1.273 -2.575
H26 -2.699 -0.138 -3.027
H27 -2.455 3.083 -1.658
H28 -0.755 2.904 -1.290

Results
HOMO = -7.88 eV
LUMO energy = -0.83 eV
Frontier orbital gap = 7.05 eV
Charge = 0

List of Löwdin charges in e, atom by atom: atom 1 (In): 0.647, atom 2 (N): 0.161, atom 3 (C): -0.466, atom 4 (N): 0.054, atom 5 (N): -0.063, atom 6 (N): -0.050, atom 7 (N): -0.036, atom 8 (C): -0.453, atom 9 (N): 0.059, atom 10 (N): -0.052, atom 11 (N): -0.097, atom 12 (N): -0.026, atom 13 (H): 0.149, atom 14 (C): -0.044, atom 15 (C): -0.283, atom 16 (C): -0.057, atom 17 (C): -0.073, atom 18 (C): -0.273, atom 19 (C): -0.054, atom 20 (C): -0.029, atom 21 (S): 0.607, atom 22 (O): -0.287, atom 23 (O): -0.274, atom 24 (N): -0.136, atom 25 (C): -0.402, atom 26 (C): -0.012, atom 27 (C): -0.061, atom 28 (C): -0.071, atom 29 (C): -0.144, atom 30 (N): 0.014, atom 31 (H): 0.075, atom 32 (H): 0.083, atom 33 (H): 0.087, atom 34 (H): 0.113, atom 35 (H): 0.110, atom 36 (H): 0.097, atom 37 (H): 0.124, atom 38 (H): 0.094, atom 39 (H): 0.111, atom 40 (H): 0.101, atom 41 (H): 0.119, atom 42 (S): 1.072, atom 43 (C): -0.408, atom 44 (C): -0.182, atom 45 (C): -0.123, atom 46 (C): -0.489, atom 47 (C): -0.178, atom 48 (C): -0.086, atom 49 (N): 0.056, atom 50 (C): -0.135, atom 51 (C): -0.122, atom 52 (C): -0.012, atom 53 (C): -0.010, atom 54 (C): -0.121, atom 55 (C): 0.055, atom 56 (C): -0.182, atom 57 (C): -0.084, atom 58 (N): 0.081, atom 59 (C): -0.132, atom 60 (C): -0.501, atom 61 (C): -0.103, atom 62 (C): -0.171, atom 63 (C): -0.415, atom 64 (S): 1.041, atom 65 (C): 0.065, atom 66 (H): 0.067, atom 67 (H): 0.102, atom 68 (H): 0.112, atom 69 (H): 0.074, atom 70 (H): 0.118, atom 71 (H): 0.119, atom 72 (H): 0.124, atom 73 (H): 0.103, atom 74 (H): 0.113, atom 75 (H): 0.106, atom 76 (H): 0.065, atom 77 (H): 0.131, atom 78 (N): 0.144, atom 79 (C): -0.855, atom 80 (N): 0.154, atom 81 (S): 0.696, atom 82 (H): 0.112, atom 83 (H): 0.094, atom 84 (H): 0.084, atom 85 (H): 0.059


Short version: #2 is the most stable of them.